1.
Density functional theory data (ωB97M-V with the def2-TZVPD basis set) for 2 unconnected molecules or ions with the total composition C14H32N4O2 at a distorted geometry.

Geometry (Å):
1 C -1.02549 1.87995 -2.08433
2 C -0.38690 1.46093 -3.41068
3 C 0.54182 0.25140 -3.17437
4 C -0.20672 -1.05146 -3.46294
5 N 1.82380 0.30180 -3.91968
6 O 2.14708 -0.82027 -4.71524
7 C 2.77849 1.25575 -3.80442
8 N 2.56766 2.48392 -4.24916
9 N 3.93928 0.90578 -3.21232
10 H -1.57776 1.05104 -1.63687
11 H -0.26133 2.22194 -1.38354
12 H -1.72777 2.69875 -2.23212
13 H -1.17805 1.18824 -4.10968
14 H 0.13535 2.32771 -3.80978
15 H 0.79990 0.26185 -2.11145
16 H 0.09637 -1.84248 -2.78265
17 H -0.10256 -1.35553 -4.49985
18 H -1.26548 -0.85689 -3.29334
19 H 3.02201 -0.66544 -5.09836
20 H 1.82714 2.58587 -4.92783
21 H 3.35651 3.09804 -4.39959
22 H 4.66710 1.61061 -3.21553
23 H 3.79498 0.54323 -2.27710
24 C 1.01567 -1.80019 3.04390
25 C 0.25945 -0.95828 1.98288
26 C 0.42316 0.54398 2.25258
27 C -0.44549 1.08672 3.38478
28 C -1.90441 0.68914 3.17124
29 C -2.08614 -0.82001 3.01924
30 N -1.18881 -1.33027 1.92932
31 O -1.68673 -1.08956 0.76628
32 C -1.80388 -1.50511 4.36495
33 C -3.52937 -1.15064 2.66695
34 C 0.89336 -1.27893 0.63837
35 H 0.35233 -2.43272 3.62297
36 H 1.72080 -2.47833 2.56451
37 H 1.57632 -1.17531 3.73924
38 H 0.17089 1.09354 1.33802
39 H 1.47788 0.74323 2.45490
40 H -0.08145 0.73288 4.35224
41 H -0.36463 2.17459 3.40972
42 H -2.51941 1.03213 4.00487
43 H -2.28393 1.19097 2.27532
44 H -1.85799 -2.59001 4.26715
45 H -2.56366 -1.19513 5.08132
46 H -0.84120 -1.24643 4.79785
47 H -3.86674 -0.61877 1.78091
48 H -4.16928 -0.85994 3.49942
49 H -3.65477 -2.21978 2.49449
50 H 0.72180 -2.31660 0.35124
51 H 1.97172 -1.11905 0.70472
52 H 0.49908 -0.63686 -0.14855

## Properties
- Expectation value of S²: 0.754
- HOMO-LUMO gap (alpha / beta): 6.20 / 7.26 eV
- Charge: +1
- HOMO level (alpha / beta): -0.3795 / -0.4184 Eh
- 2S+1: 2

---

2.
Density functional theory data (ωB97M-V with the def2-TZVPD basis set) for 8 unconnected molecules or ions with the total composition C14H32N8O12 at a distorted geometry.

Geometry (Å):
1 C -0.46335 -3.23947 2.20254
2 C 0.86515 -3.89776 2.49576
3 C 1.51884 -3.33941 3.78897
4 C 0.69404 -3.64456 4.96293
5 N 0.09275 -3.86205 5.93889
6 H -0.92656 -3.67129 1.30723
7 H -0.28872 -2.17091 2.07794
8 H -1.13743 -3.37267 3.05994
9 H 1.63386 -3.86413 1.72416
10 H 0.71151 -4.96967 2.64526
11 H 1.58607 -2.24633 3.78310
12 H 2.52846 -3.69765 3.95903
13 C -0.38273 0.40506 0.59102
14 C 0.49693 1.16783 -0.42674
15 C 1.96585 0.96762 -0.09350
16 C 2.46240 -0.38123 -0.48087
17 N 2.75410 -1.42705 -0.81283
18 H -1.42850 0.51206 0.24962
19 H -0.20730 0.77029 1.60602
20 H -0.13168 -0.65777 0.57163
21 H 0.33961 2.24092 -0.41752
22 H 0.42214 0.86415 -1.48071
23 H 2.18317 1.12923 0.96195
24 H 2.56723 1.68026 -0.65059
25 C -1.02154 3.80229 2.36909
26 N -2.34357 3.29701 1.93336
27 O -2.56882 3.31948 0.71120
28 O -3.13357 2.93205 2.79103
29 H -1.18774 4.85311 2.61043
30 H -0.29276 3.69279 1.56436
31 H -0.77783 3.21825 3.26092
32 C -2.56952 -2.14515 -1.50460
33 N -1.51542 -1.62940 -2.46479
34 O -0.38706 -1.54157 -2.02060
35 O -1.84184 -1.43958 -3.60087
36 H -2.67816 -3.21041 -1.75547
37 H -3.50386 -1.58871 -1.64413
38 H -2.11662 -2.04815 -0.51751
39 C 1.13174 1.89680 -4.74359
40 N 2.03626 2.03950 -3.57352
41 O 2.89666 1.19176 -3.46669
42 O 1.88853 2.97696 -2.82867
43 H 0.32567 2.60367 -4.56096
44 H 0.76841 0.86203 -4.71930
45 H 1.71734 2.07382 -5.65588
46 C 2.12426 -2.16371 -3.84495
47 N 2.27546 -2.30708 -5.32856
48 O 2.19714 -1.27822 -5.94943
49 O 2.46524 -3.41591 -5.80309
50 H 3.05756 -2.55144 -3.40169
51 H 1.29161 -2.85014 -3.59342
52 H 1.92762 -1.14708 -3.52945
53 C 1.35015 1.26053 5.85547
54 N 0.68548 0.81502 4.63147
55 O -0.03193 -0.17433 4.67695
56 O 0.85365 1.49463 3.65003
57 H 0.65924 1.89929 6.40662
58 H 2.27706 1.77354 5.61880
59 H 1.51473 0.35124 6.44953
60 C -4.13944 2.98955 -2.34667
61 N -2.97200 2.01407 -2.06514
62 O -3.27828 0.86322 -1.79945
63 O -1.84280 2.45988 -2.20443
64 H -4.54236 2.70249 -3.31986
65 H -3.69723 3.98256 -2.30666
66 H -4.85728 2.82987 -1.54316

## Properties
- HOMO-LUMO gap: 10.15 eV
- SMILES: C[N+](=O)[O-].C[N+](=O)[O-].C[N+](=O)[O-].C[N+](=O)[O-].C[N+](=O)[O-].C[N+](=O)[O-].CCCC#N.CCCC#N
- HOMO level: -0.3894 Eh
- 2S+1: 1

---

3.
Density functional theory data (ωB97M-V with the def2-TZVPD basis set) for a molecular structure, C14H32NO2P2PdSi at a distorted geometry.

Geometry (Å):
1 Pd -0.18068 -0.42933 0.57463
2 P 2.02732 -1.20937 0.35432
3 C 2.20350 -1.62298 -1.36376
4 C 0.95807 -1.87943 -2.01831
5 N -0.22022 -1.56633 -1.36927
6 C -1.41395 -1.84860 -1.88295
7 C -1.56379 -2.59173 -3.05916
8 C -0.40664 -2.89034 -3.77475
9 C 0.83037 -2.48991 -3.29520
10 C -2.65796 -1.29467 -1.21391
11 P -2.22897 0.24500 -0.31926
12 H 1.74713 -2.62979 -3.86106
13 H -2.55612 -2.90153 -3.37198
14 H -0.49852 -3.40426 -4.73111
15 H -3.47725 -1.12795 -1.92809
16 H -3.00815 -2.01755 -0.46914
17 H 4.54668 2.39236 -3.26340
18 H 2.99543 -2.34883 -1.60767
19 H 0.77286 3.19717 -1.76203
20 O 3.61276 2.45786 -3.09200
21 H 3.22783 2.28278 -3.96628
22 H 0.52689 0.74056 -0.15878
23 O 0.45459 3.33945 -0.86477
24 H 1.23340 3.60316 -0.34639
25 C -2.42542 1.49673 -1.61882
26 H -3.41513 1.43160 -2.09490
27 H -2.32191 2.48543 -1.15881
28 H -1.63847 1.36324 -2.36827
29 C -3.65828 0.57860 0.75654
30 H -3.39114 1.35037 1.49632
31 H -4.49502 0.93826 0.13415
32 H -3.95437 -0.35288 1.26182
33 C 2.04498 -2.64711 1.48185
34 H 3.02576 -3.14141 1.44959
35 H 1.83660 -2.31509 2.51117
36 H 1.26433 -3.34988 1.14336
37 C 3.41934 -0.13945 0.73930
38 H 3.44897 0.08749 1.81308
39 H 4.34367 -0.64631 0.42842
40 H 3.28485 0.76345 0.12722
41 C -1.55956 0.07759 3.53203
42 Si -0.23836 0.90046 2.46173
43 C -0.76647 2.69379 2.23342
44 C 1.34778 0.86453 3.47171
45 H -2.55866 0.08030 3.08606
46 H -1.59853 0.62575 4.48222
47 H -1.28306 -0.96357 3.73669
48 H -1.14411 3.08115 3.19964
49 H 0.08768 3.29473 1.90140
50 H -1.54945 2.82316 1.47581
51 H 1.07307 1.12193 4.50593
52 H 1.83017 -0.11816 3.49034
53 H 2.06613 1.60954 3.11133

## Properties
- Expectation value of S²: 6.055
- HOMO-LUMO gap (alpha / beta): 5.94 / 4.16 eV
- Charge: +3
- HOMO level (alpha / beta): -0.6147 / -0.6785 Eh
- 2S+1: 5

---

Calculated E_tot (hartree), listed in the same order as above: -921.764022, -1892.981049, -1856.764615
Calculated molar mass (g/mol), listed in the same order as above: 288.44, 504.45, 442.87